No. 1
# C4H11NOS

2 unconnected molecules or ions with the total composition C4H11NOS in a non-equilibrium geometry (wB97M-V/def2-TZVPD, OMol25).

Last column: Löwdin charge in e.
CARTESIAN COORDINATES (ANGSTROEM)
C1 -1.01565 -0.44290 1.78760  -0.0326
C2 0.69216 -1.54805 0.39991  -0.0531
C3 1.06797 1.19360 -0.45672  -0.1333
C4 -0.47513 -0.52292 0.28488  -0.5242
N1 -0.28450 0.76547 -0.16698  -0.1021
O1 -0.37641 1.45860 -3.11184  -0.5856
S1 -1.60623 0.61201 -2.33053  0.7245
H1 -0.39310 -0.90599 2.51476  0.0540
H2 -1.18544 0.56680 2.02334  0.0541
H3 -1.88402 -1.03594 1.91013  0.0573
H4 1.38670 -1.21724 1.11916  0.0593
H5 1.11484 -1.56846 -0.50335  0.0306
H6 0.21905 -2.40045 0.82030  0.0801
H7 1.62610 0.99604 0.52968  0.1301
H8 1.63054 0.58332 -1.14404  0.0741
H9 0.89117 2.26629 -0.77063  0.0927
H10 -1.16656 -1.06294 -0.31857  0.0752
H11 -0.24150 2.26278 -2.58712  -0.0010

Output
Spin multiplicity: 1
E_LUMO (alpha / beta): -1.47 / -1.46 eV
HOMO energy (alpha / beta): -8.4 / -8.4 eV
Total charge: 0

---

No. 2
# C4H11NOS

A molecular structure, C4H11NOS in a non-equilibrium geometry (wB97M-V/def2-TZVPD, OMol25).

Last column: Löwdin charge in e.
CARTESIAN COORDINATES (ANGSTROEM)
C1 -2.11014 -0.85972 0.63588  -0.1334
C2 -3.16970 -0.05075 -0.04339  -0.2649
C3 2.26762 1.13644 0.05173  -0.0795
C4 1.42580 -1.16275 -0.26270  -0.2191
N1 1.22094 0.19682 -0.48456  -0.4484
O1 -0.65970 1.89971 -0.04199  -0.4628
S1 -0.40916 0.46166 -0.10838  0.8856
H1 -1.88476 -0.21861 1.55085  -0.0111
H2 -2.74050 0.18158 -0.94353  -0.0026
H3 -3.43837 0.82754 0.52396  0.0667
H4 -4.06528 -0.61337 -0.14736  0.0690
H5 2.33296 1.16447 1.24175  0.1249
H6 3.26228 0.93336 -0.26676  0.0686
H7 1.95634 2.12618 -0.16243  0.0496
H8 1.13214 -1.74898 -1.16806  0.0895
H9 2.42761 -1.46743 0.01385  0.0833
H10 0.65474 -1.65380 0.50123  0.1044
H11 -0.84290 0.18894 -1.50081  0.0803

Output
Spin multiplicity: 1
E_LUMO: -0.16 eV
HOMO energy: -8.4 eV
Total charge: 0

---

No. 3
# C4H11NOS

C4H11NOS in the gas phase in a non-equilibrium geometry (wB97M-V/def2-TZVPD, OMol25).

Last column: Löwdin charge in e.
CARTESIAN COORDINATES (ANGSTROEM)
C1 2.26244 1.13582 -0.21101  -0.1505
C2 1.08498 0.44612 -0.84002  -0.3004
C3 0.01538 0.09530 0.25206  -0.2466
C4 -1.19067 -0.72833 -0.31754  -0.3797
N1 -3.18176 -2.29411 0.13676  -0.3393
O1 -2.60569 -0.27278 1.80670  -0.3800
S1 -2.07283 -1.59995 0.95238  0.8355
H1 2.92166 0.52578 0.44696  0.0778
H2 2.90377 1.37132 -1.09147  0.0786
H3 1.82004 1.99211 0.38150  0.0913
H4 0.54648 1.25218 -1.42279  0.1200
H5 1.43663 -0.26170 -1.60485  0.1094
H6 0.38996 -0.47479 1.12070  0.0972
H7 -0.43614 1.13276 0.51328  0.1335
H8 -1.81983 0.00483 -0.91352  0.1271
H9 -0.98784 -1.42728 -1.01978  0.0358
H10 -3.47225 -3.10826 0.68881  -0.0228
H11 -2.03680 -0.20049 2.68233  0.1130

Output
Spin multiplicity: 1
E_LUMO: 0.58 eV
HOMO energy: -9.0 eV
Total charge: 0

---

No. 4
# C4H11NOS

2 unconnected molecules or ions with the total composition C4H11NOS in a non-equilibrium geometry (wB97M-V/def2-TZVPD, OMol25).

Last column: Löwdin charge in e.
CARTESIAN COORDINATES (ANGSTROEM)
C1 -0.88326 0.73368 0.81724  -0.1758
S1 -0.41558 0.49193 -0.92222  0.6193
C2 -0.87397 2.15421 -1.73612  -0.1328
N1 0.83067 -0.05113 -1.30244  -0.3528
O1 -1.70115 -0.32827 -1.64191  -0.2414
H1 -1.91665 0.59445 0.66041  0.0232
H2 -0.35941 0.03674 1.55119  0.0716
H3 -0.67192 1.70328 1.26556  0.0664
H4 -0.71797 1.82862 -2.68099  -0.0019
H5 -1.85811 2.56442 -1.43572  0.0717
H6 -0.11301 2.88216 -1.56525  0.0450
H7 -1.35317 -1.02300 -2.11993  0.0118
C3 1.86025 0.52922 3.50742  -0.0700
C4 2.48343 0.41126 2.32872  -0.0757
H8 2.39896 1.11142 4.32909  0.0773
H9 0.96455 -0.00508 3.56427  0.0106
H10 2.07192 -0.09215 1.47478  0.0205
H11 3.42117 0.77079 2.00103  0.0331

Output
Spin multiplicity: 1
E_LUMO: 0.66 eV
HOMO energy: -8.9 eV
Total charge: 0
SMILES: CS(C)(#N)O.C=C

---

No. 5
# C4H11NOS

C4H11NOS in the gas phase in a non-equilibrium geometry (wB97M-V/def2-TZVPD, OMol25).

Last column: Löwdin charge in e.
CARTESIAN COORDINATES (ANGSTROEM)
N1 1.22022 -0.80606 -0.48351  0.0477
C1 0.47318 0.35632 -0.05320  -0.4371
C2 0.76310 1.56159 -0.92218  -0.2712
O1 2.10703 1.72758 -1.26005  -0.0463
C3 -1.06173 0.21957 0.14567  -0.2166
C4 -1.47329 -1.16967 0.64179  -0.5634
S1 -0.68044 -1.79831 2.14596  0.7065
H1 0.82004 -1.21391 -1.32522  0.0916
H2 1.11737 -1.51574 0.23645  0.0349
H3 0.80584 0.58781 0.96199  0.1296
H4 0.16769 2.42606 -0.62719  0.1246
H5 0.18399 1.34428 -1.84559  0.1150
H6 2.49226 0.84341 -1.16256  0.0734
H7 -1.36094 0.97771 0.86617  0.1163
H8 -1.52365 0.29323 -0.84008  0.1128
H9 -1.26343 -1.89436 -0.14123  0.0631
H10 -2.54825 -1.19526 0.81222  0.0610
H11 -0.23898 -0.74424 2.85054  -0.1419

Output
Spin multiplicity: 1
E_LUMO: 0.76 eV
HOMO energy: -9.3 eV
Total charge: 0
SMILES: N[C@@H](CO)CCS

---

No. 6
# C4H11NOS2

C4H11NOS2 in the gas phase in a non-equilibrium geometry (wB97M-V/def2-TZVPD, OMol25).

Last column: Löwdin charge in e.
CARTESIAN COORDINATES (ANGSTROEM)
C1 0.75248 1.09938 -3.99777  -0.4653
S1 1.17745 -0.28389 -2.86864  0.4164
S2 -0.44152 -0.55982 -1.61851  0.4786
C2 -0.03064 0.27463 -0.03554  -0.5210
C3 -0.51146 -0.60754 1.11527  -0.4444
N1 0.37629 -1.77594 1.16094  0.0322
C4 -0.40236 0.18518 2.44144  -0.2157
O1 -1.51225 -0.26232 3.21731  -0.0801
H1 0.02816 0.83637 -4.76466  0.0242
H2 0.32342 1.96386 -3.48955  0.0305
H3 1.69617 1.30886 -4.48325  0.0146
H4 -0.50682 1.28804 0.02831  0.0840
H5 1.03330 0.46463 -0.09683  0.0584
H6 -1.56813 -0.88056 0.94888  0.1424
H7 1.18328 -1.59875 1.73468  0.0676
H8 -0.01706 -2.68968 1.29306  0.0721
H9 -0.56306 1.24339 2.27519  0.1070
H10 0.50574 -0.01150 2.99873  0.1146
H11 -1.52299 0.00565 4.14093  0.0839

Output
Spin multiplicity: 1
E_LUMO: 0.83 eV
HOMO energy: -8.5 eV
Total charge: 0
SMILES: CSSC[C@@H](N)CO

---

No. 7
# C4H11NS

2 unconnected molecules or ions with the total composition C4H11NS in a non-equilibrium geometry (wB97M-V/def2-TZVPD, OMol25).

Last column: Löwdin charge in e.
CARTESIAN COORDINATES (ANGSTROEM)
C1 -2.14687 0.90462 2.34987  -0.5685
S1 -0.38150 1.17341 2.63433  0.6493
C2 0.32211 1.71846 1.04649  -0.5525
H1 -2.62469 1.80731 1.75708  0.0519
H2 -2.19798 -0.02305 1.73846  -0.0019
H3 -2.76031 0.80184 3.25353  0.0009
H4 0.74922 0.78505 0.67988  -0.0301
H5 1.07038 2.54514 1.17879  0.0110
H6 -0.28443 2.05649 0.19964  -0.0118
C3 2.04414 -1.45310 -1.15460  -0.1239
C4 0.72558 -1.23002 -1.57298  -0.4263
N1 0.00637 -2.01427 -2.58834  -0.0768
H7 2.76788 -2.10657 -1.61176  0.0040
H8 2.41403 -0.85267 -0.27353  0.0210
H9 0.23056 -0.38923 -1.16774  0.0134
H10 0.68883 -2.32884 -3.33729  0.0544
H11 -0.62333 -1.39458 -3.13182  -0.0142

Output
Spin multiplicity: 2
E_LUMO (alpha / beta): 3.44 / 3.48 eV
⟨S²⟩: 0.75
HOMO energy (alpha / beta): 1.3 / -5.1 eV
Total charge: -1

---

No. 8
# C4H11NS

A gas-phase ion, C4H11NS (charge -1) in a non-equilibrium geometry (wB97M-V/def2-TZVPD, OMol25).

Last column: Löwdin charge in e.
CARTESIAN COORDINATES (ANGSTROEM)
C1 -1.84875 2.08151 0.06872  -0.2807
C2 -0.36783 2.10065 -0.12735  -0.6037
S1 0.54889 0.97224 1.05348  0.7076
H1 -1.91753 2.42573 1.10624  0.0513
H2 -2.50043 2.77218 -0.51946  0.0572
H3 -2.43080 1.16071 -0.02823  0.0353
H4 0.05996 1.73925 -1.05859  0.0323
H5 0.01694 3.12332 -0.01254  0.0570
C3 1.59728 -2.55788 0.10998  -0.3705
C4 0.14227 -0.64066 0.23330  -0.6378
N1 1.30012 -1.23765 -0.48207  -0.1919
H6 0.75448 -3.23106 0.22254  0.0187
H7 2.27944 -3.10701 -0.54496  0.0272
H8 2.24817 -2.43426 0.99261  0.0595
H9 -0.22415 -1.37069 0.95068  0.0343
H10 -0.59553 -0.35303 -0.54959  0.0079
H11 0.93745 -1.44335 -1.41476  -0.0037

Output
Spin multiplicity: 2
E_LUMO (alpha / beta): 3.43 / 3.38 eV
⟨S²⟩: 0.75
HOMO energy (alpha / beta): 1.4 / -5.0 eV
Total charge: -1

---

No. 9
# C4H11NS

2 unconnected molecules or ions with the total composition C4H11NS in a non-equilibrium geometry (wB97M-V/def2-TZVPD, OMol25).

Last column: Löwdin charge in e.
CARTESIAN COORDINATES (ANGSTROEM)
C1 0.31778 2.14062 -1.28443  -0.0084
C2 -0.05889 2.11727 0.03682  -0.2495
N1 0.10160 1.01450 0.94399  0.0086
H1 0.70261 1.15014 -1.57725  0.0252
H2 0.15479 3.00873 -1.98740  0.0663
H3 -0.76266 2.81827 0.34895  0.0643
H4 -0.44266 1.10970 1.77271  0.0745
H5 1.05893 0.82076 1.08661  0.0732
C3 -0.99951 -1.63246 1.06470  -0.3730
S1 -0.29496 -2.85718 -0.24832  0.6927
C4 0.71913 -1.43522 -0.97900  -0.3915
H6 -0.15730 -1.22828 1.62487  0.0183
H7 -1.75053 -1.00004 0.61434  0.0372
H8 -1.29874 -2.47192 1.64074  -0.0236
H9 0.09463 -0.56339 -0.82427  -0.0187
H10 1.09275 -1.67119 -1.91121  0.0011
H11 1.52305 -1.32032 -0.32185  0.0032

Output
Spin multiplicity: 1
E_LUMO: 0.82 eV
HOMO energy: -8.4 eV
Total charge: 0
SMILES: C=CN.CSC

---

No. 10
# C4H11NS

C4H11NS in the gas phase in a non-equilibrium geometry (wB97M-V/def2-TZVPD, OMol25).

Last column: Löwdin charge in e.
CARTESIAN COORDINATES (ANGSTROEM)
C1 -0.62878 -2.32823 -1.20173  -0.1709
C2 0.16502 -1.06153 -1.28526  -0.5834
S1 -0.56430 0.53557 -0.89299  0.8521
C3 0.72835 1.22651 0.16338  -0.5722
N1 1.00530 0.54738 1.42809  -0.1604
C4 -0.14995 0.71091 2.34773  -0.1436
H1 -0.20431 -3.14759 -1.80512  0.0740
H2 -1.67735 -2.25411 -1.50216  0.0666
H3 -0.60373 -2.84068 -0.23575  0.0698
H4 0.72688 -0.94010 -2.21472  0.0632
H5 1.06992 -1.15074 -0.65931  0.0717
H6 0.37361 2.25988 0.31537  0.0702
H7 1.67756 1.25201 -0.37875  0.0804
H8 1.76644 1.06795 1.84493  0.0923
H9 -1.08680 0.64277 1.80809  0.0454
H10 -0.18453 1.69126 2.84839  0.0748
H11 -0.08866 -0.02970 3.14325  0.0699

Output
Spin multiplicity: 1
E_LUMO: 1.00 eV
HOMO energy: -8.6 eV
Total charge: 0
SMILES: CCSCNC

---

No. 11
# C4H11NS

A molecular structure, C4H11NS in a non-equilibrium geometry (wB97M-V/def2-TZVPD, OMol25).

Last column: Löwdin charge in e.
CARTESIAN COORDINATES (ANGSTROEM)
C1 1.02692 1.23021 -0.00849  -0.1246
C2 1.85229 -1.03841 -0.06229  -0.1958
C3 -0.44693 -0.37610 0.45262  -0.3040
C4 -1.61323 0.03095 -0.53696  -0.6465
H1 1.91651 1.53563 -0.55608  0.0748
H2 -0.12339 1.62143 -0.24361  0.1184
H3 1.23772 1.12155 1.19924  0.1204
H4 1.13665 -2.10776 -0.04229  0.1386
H5 2.74225 -0.82931 0.96862  0.1466
H6 2.55406 -1.01939 -1.15962  0.1313
H7 -0.45567 0.04022 1.55154  0.1452
H8 -0.67501 -1.40838 0.53395  0.0651
H9 -1.45092 1.00780 -1.05757  0.0507
H10 -1.51096 -0.57131 -1.57495  0.1164
H11 -3.66549 1.20426 0.84143  0.0329
N1 0.82075 -0.14954 -0.29589  -0.4149
S1 -3.34555 -0.29184 -0.00965  0.5455

Output
Spin multiplicity: 1
E_LUMO: 0.13 eV
HOMO energy: -8.8 eV
Total charge: 0

---

No. 12
# C4H11NS

2 unconnected molecules or ions with the total composition C4H11NS in a non-equilibrium geometry (wB97M-V/def2-TZVPD, OMol25).

Last column: Löwdin charge in e.
CARTESIAN COORDINATES (ANGSTROEM)
C1 -2.07690 -1.74815 -0.89208  -0.1133
C2 -0.76139 -1.06933 -1.07452  -0.1757
C3 -0.60806 0.24361 -1.03821  -0.2260
N1 0.62791 0.93493 -1.15492  -0.0256
H1 -2.88356 -1.02389 -0.81420  0.0718
H2 -2.28111 -2.43854 -1.71088  0.0686
H3 -2.07934 -2.39135 -0.00631  0.0723
H4 0.11594 -1.68161 -1.23961  0.0996
H5 -1.47223 0.88758 -0.92281  0.1180
H6 1.36976 0.28497 -1.39656  0.0993
H7 0.58714 1.68062 -1.83739  0.0998
C4 1.83437 0.84830 2.38610  -0.5029
S1 0.80475 2.18800 1.68070  0.5489
H8 1.99830 1.08564 3.42797  0.0075
H9 1.33331 -0.10587 2.27347  0.0136
H10 2.79768 0.79091 1.88128  0.0168
H11 0.69343 1.51418 0.43797  -0.1726

Output
Spin multiplicity: 1
E_LUMO: 0.92 eV
HOMO energy: -8.1 eV
Total charge: 0
SMILES: C/C=C/N.CS

---

ΔE to the lowest compared entry with this formula, charge and spin, respectively: 129.18, 177.74, 71.43, 140.60, 29.36, 34.06, 65.29, 50.56, 56.13, 19.32, 134.63, 23.27 kcal/mol.